ORCA calculation (ωB97M-V with the def2-TZVPD basis set) on a single C3H3NO2 molecule in a non-equilibrium geometry.

The geometry in ORCA input format:
```
! RIJCOSX wB97M-V def2-TZVPD def2/J DEFGRID3
* xyz 0 1
C 1.2101 -0.0787 -0.0051
C -1.0493 0.4342 -0.2157
C -0.7593 -1.0022 -0.1949
H 0.6647 1.9402 0.3897
H -1.8526 1.0395 -0.0726
H -1.4097 -1.8104 0.0808
N 0.2188 0.8885 0.0931
O 2.3917 -0.0909 -0.2195
O 0.5857 -1.3201 0.1443
*
```

Computed properties:
energy above the lowest of the compared OMol25 structures with the same formula, charge and spin: 245.5 kJ/mol
LUMO level: 0.572 eV
HOMO energy: -8.5 eV
structure (SMILES): O=c1[nH]cco1
calculated total energy: -8742.58624 eV

Per-atom natural (NBO) charges, elementary charge units: 0.841 -0.089 0.037 0.449 0.228 0.208 -0.638 -0.583 -0.453



ORCA calculation (ωB97M-V with the def2-TZVPD basis set) on a molecular structure, C36H31Cl3CuN3O2P2Se2 in a non-equilibrium geometry.

The geometry in ORCA input format:
```
! RIJCOSX wB97M-V def2-TZVPD def2/J DEFGRID3
* xyz -2 1
Cu -1.7909 -1.5556 -2.4451
Se 2.4878 1.8937 1.6625
P 2.9598 0.2523 0.3654
C 3.7716 -1.0428 1.3085
C 3.0517 -1.8018 2.2390
C 3.6779 -2.6450 3.1609
C 5.0837 -2.7862 3.0972
C 5.7374 -2.2699 2.0700
C 5.0805 -1.4329 1.1317
C 4.1355 0.6471 -0.9297
C 4.9518 1.7634 -0.7963
C 5.8685 2.0307 -1.8102
C 5.8456 1.2889 -2.9850
C 4.9534 0.2156 -3.1215
C 4.1116 -0.1537 -2.0813
C 1.6104 -0.4543 -0.5076
C 0.3082 -0.0590 -0.8145
N -0.1577 -1.0628 -1.5666
N 0.7708 -2.0608 -1.6196
N 1.8141 -1.6787 -0.9636
P -0.7446 1.4882 -0.7903
Se -2.0199 1.5764 -2.4235
C 0.3864 2.9240 -0.6433
C 0.1633 3.9875 0.2441
C 1.0209 5.0455 0.2642
C 2.1069 5.0924 -0.6740
C 2.3236 4.0427 -1.5081
C 1.3982 2.9807 -1.5512
C -1.6793 1.4938 0.7353
C -2.6600 2.5068 0.9633
C -3.5050 2.5580 2.0513
C -3.3783 1.5535 2.9914
C -2.5474 0.4663 2.7515
C -1.6975 0.4520 1.6639
H 1.9542 -1.5648 2.3067
H 3.0400 -3.1973 3.8113
H 5.6658 -3.3776 3.8266
H 6.7741 -2.4922 1.9496
H 5.6151 -0.8961 0.3363
H 4.9052 2.3186 0.1820
H 6.6338 2.8292 -1.6349
H 6.5075 1.4721 -3.8047
H 4.8404 -0.1788 -4.1566
H 3.4620 -0.9738 -2.1501
H -0.6598 3.9753 0.8951
H 0.9214 5.8608 1.0413
H 2.7800 5.9649 -0.6451
H 3.0979 4.1276 -2.3148
H 1.6035 2.0789 -2.2901
H -2.8810 3.2286 0.2283
H -4.1838 3.3873 2.0954
H -4.0669 1.5353 3.8755
H -2.5415 -0.3229 3.4286
H -0.9641 -0.3899 1.6796
Cl -6.7009 0.2673 7.5799
C -5.6520 -0.6252 6.4740
C -5.9807 -0.6941 5.1484
C -5.2652 -1.5011 4.2982
Cl -5.7713 -1.5131 2.6645
C -4.0016 -2.0822 4.6364
O -3.2332 -2.6659 3.8305
C -3.6255 -1.8639 6.0557
Cl -1.9924 -2.3362 6.5548
C -4.3811 -1.1633 6.9328
H -6.8981 -0.3418 4.7201
H -4.0509 -1.0057 7.9467
C -1.5306 -3.1663 -5.3591
C -2.8106 -2.4102 -4.9939
C -4.0923 -2.9602 -5.5656
C -2.5762 -0.9281 -5.4421
O -3.0424 -2.4272 -3.5855
H -1.2511 -3.1856 -6.4612
H -1.5235 -4.1844 -5.0560
H -0.6598 -2.7050 -4.8501
H -4.0617 -3.0209 -6.6547
H -4.8975 -2.3235 -5.2634
H -4.3483 -3.9286 -5.1506
H -2.8140 -0.7790 -6.5330
H -1.5321 -0.6984 -5.2720
H -3.2499 -0.3984 -4.7834
*
```

Computed properties:
LUMO level: 3.688 eV
HOMO energy: -2.2 eV
calculated total energy: -277879.58309 eV

Per-atom Mulliken charges, elementary charge units: -0.380 -0.379 1.187 0.374 -0.472 -0.576 -0.362 -0.634 -0.276 0.118 -0.212 -0.641 -0.412 -0.769 -0.365 1.023 -0.501 0.391 -1.083 -0.282 0.232 -0.371 0.494 -0.532 -0.439 -0.583 -0.430 -0.108 0.559 -0.504 -0.803 -0.410 -0.598 -0.231 0.229 0.449 0.299 0.395 0.273 0.268 0.304 0.421 0.308 0.713 0.464 0.273 0.331 0.362 0.223 0.490 0.414 0.275 0.531 0.280 -0.298 0.316 -0.764 0.521 -0.214 0.002 -0.812 0.364 -0.245 -0.622 0.401 0.384 -1.398 2.049 -1.853 -1.388 -0.681 0.281 0.383 0.210 0.372 0.399 0.394 0.313 0.258 0.300



ORCA calculation (ωB97M-V with the def2-TZVPD basis set) on a single C5H13N molecule.

The geometry in ORCA input format:
```
! RIJCOSX wB97M-V def2-TZVPD def2/J DEFGRID3
* xyz 0 1
C -2.9295 0.5074 0.1018
C -1.7793 -0.4311 -0.2496
C -0.4209 0.1156 0.1791
C 1.9565 -0.4534 0.3605
C 2.5544 0.8263 -0.2288
H -2.8096 1.4824 -0.3843
H -2.9732 0.6888 1.1835
H -3.8976 0.0923 -0.2010
H -1.9193 -1.4094 0.2246
H -1.7625 -0.6158 -1.3332
H -0.2713 1.1113 -0.2760
H -0.4274 0.2796 1.2656
H 0.6674 -1.0012 -1.1177
H 2.6285 -1.2979 0.1613
H 1.8893 -0.3538 1.4553
H 1.9585 1.7134 0.0158
H 3.5613 0.9976 0.1664
H 2.6312 0.7651 -1.3227
N 0.6340 -0.8345 -0.1165
*
```

Computed properties:
energy above the lowest of the compared OMol25 structures with the same formula, charge and spin: 34.3 kJ/mol
LUMO level: 1.198 eV
HOMO energy: -8.7 eV
structure (SMILES): CCCNCC
calculated total energy: -6885.84172 eV

Per-atom natural (NBO) charges, elementary charge units: -0.606 -0.397 -0.214 -0.213 -0.633 0.201 0.202 0.212 0.206 0.189 0.156 0.182 0.346 0.192 0.183 0.204 0.212 0.199 -0.621



ORCA calculation (ωB97M-V with the def2-TZVPD basis set) on a single C4H6N2 molecule in a non-equilibrium geometry.

The geometry in ORCA input format:
```
! RIJCOSX wB97M-V def2-TZVPD def2/J DEFGRID3
* xyz 0 1
N -2.0650 0.2057 -0.1507
C -0.6590 0.0603 -0.0830
C 0.2840 1.0584 -0.1187
N 1.4836 0.4410 0.1572
C 1.3275 -0.8938 0.2590
C -0.0323 -1.2467 0.0484
H -2.3256 0.6664 0.7158
H -2.4740 -0.7270 -0.0860
H 0.2221 2.0962 -0.3977
H 2.3647 0.9337 0.1872
H 2.1808 -1.4998 0.5632
H -0.3124 -1.0282 -1.1004
*
```

Computed properties:
energy above the lowest of the compared OMol25 structures with the same formula, charge and spin: 344.1 kJ/mol
LUMO level: 0.836 eV
HOMO energy: -8.1 eV
structure (SMILES): Nc1cc[nH]c1
calculated total energy: -7222.02455 eV

Per-atom natural (NBO) charges, elementary charge units: -0.820 0.102 -0.176 -0.460 0.012 -0.566 0.374 0.376 0.218 0.414 0.208 0.316



ORCA calculation (ωB97M-V with the def2-TZVPD basis set) on a molecular structure, C15H15LuN5O5S5 in a non-equilibrium geometry.

The geometry in ORCA input format:
```
! RIJCOSX wB97M-V def2-TZVPD def2/J DEFGRID3
* xyz -1 1
Lu -0.1136 0.3627 0.3573
O -1.0378 -0.8474 -1.6401
C -2.2723 -0.2947 -2.0969
C -3.2422 -0.3673 -0.9135
N -2.6646 0.3107 0.2482
C -3.0556 -0.3697 1.4883
C -2.0301 -1.5047 1.8005
O -2.4391 -2.6161 2.1044
O -0.8215 -1.1269 1.7227
C -3.0049 1.7290 0.3364
C -2.0800 2.4109 1.4130
O -2.5367 3.3386 2.0572
O -0.9203 1.9015 1.5314
H -0.3374 -0.6697 -2.2962
H -2.6610 -0.8858 -2.9381
H -2.1267 0.7464 -2.4207
H -3.3770 -1.4216 -0.6545
H -4.2163 0.0531 -1.2041
H -4.0804 -0.7605 1.4383
H -2.9872 0.3364 2.3206
H -4.0587 1.8757 0.6133
H -2.8155 2.2289 -0.6184
S 2.2904 3.2774 -6.5767
C 1.8684 2.7325 -5.0850
S 0.5873 3.4178 -4.1297
C 0.6999 2.3083 -2.7617
C 1.6757 1.3662 -2.8387
S 1.9901 0.1524 -1.6541
S 2.6597 1.3990 -4.3004
S -0.4269 2.4851 -1.4764
N 3.4682 -0.5833 2.9296
C 3.3475 0.6512 3.5087
C 2.3549 1.2912 2.8228
N 1.8696 0.4820 1.8465
C 2.5508 -0.6516 1.9272
C 2.3071 -1.7872 1.0889
N 1.2890 -1.8700 0.2517
C 1.3796 -3.0843 -0.3350
C 2.4675 -3.7593 0.1428
N 3.0530 -2.9291 1.0550
H 4.1088 -1.3048 3.2153
H 3.9621 0.9480 4.3338
H 1.9499 2.2735 2.9645
H 0.6585 -3.3967 -1.0616
H 2.8643 -4.7308 -0.0755
H 3.9041 -3.1191 1.5577
*
```

Computed properties:
energy above the lowest of the compared OMol25 structures with the same formula, charge and spin: 41.2 kJ/mol
LUMO level: 1.665 eV
HOMO energy: -3.6 eV
calculated total energy: -121292.33327 eV

Per-atom natural (NBO) charges, elementary charge units: 1.737 -0.752 -0.087 -0.234 -0.493 -0.332 0.797 -0.673 -0.837 -0.352 0.805 -0.657 -0.847 0.530 0.170 0.217 0.214 0.191 0.195 0.228 0.193 0.248 -0.175 -0.560 0.446 -0.409 -0.424 -0.394 0.440 -0.379 -0.501 -0.093 -0.044 -0.485 0.342 0.293 -0.410 -0.045 -0.083 -0.502 0.413 0.218 0.240 0.227 0.216 0.410



ORCA calculation (ωB97M-V with the def2-TZVPD basis set) on a molecular structure, C46H56As2FeN3O8SeSi2 in a non-equilibrium geometry.

The geometry in ORCA input format:
```
! RIJCOSX wB97M-V def2-TZVPD def2/J DEFGRID3
* xyz -2 6
Fe 1.3126 0.5892 -0.6972
C 1.1710 -1.6175 5.9603
C -0.1685 -0.9682 5.7327
C -1.1212 -0.9011 6.7422
C -2.3646 -0.3198 6.5293
C -2.6734 0.1726 5.2736
C -1.7432 0.1081 4.2427
C -0.4895 -0.4305 4.4807
N 0.5023 -0.5332 3.4798
C 0.7157 0.1999 2.3275
N 0.4395 1.5270 2.4418
C 0.2632 2.4917 1.4067
C 1.0661 2.5088 0.2527
C 0.7427 3.4631 -0.7230
C -0.2639 4.3888 -0.5481
C -0.9732 4.3946 0.6415
C -0.7269 3.4576 1.6327
C -1.5535 3.4826 2.8941
N 1.3320 -0.3340 1.3155
C 1.4222 -1.7671 1.3584
C 0.2826 -2.5068 1.0650
C 0.3197 -3.8930 1.0542
C 1.5090 -4.5448 1.3475
C 2.6331 -3.8029 1.6744
C 2.6125 -2.4042 1.7006
C 3.8291 -1.6215 2.1302
H 1.2812 -1.9080 7.0047
H 1.9933 -0.9438 5.7019
H 1.2952 -2.5220 5.3524
H -0.8774 -1.3173 7.7145
H -3.0906 -0.2767 7.3323
H -3.6591 0.5719 5.0653
H -2.0145 0.3595 3.2221
H 1.0148 -1.3984 3.4933
H -0.0863 1.7276 3.2754
H 1.3084 3.4708 -1.6456
H -0.5055 5.0879 -1.3384
H -1.7592 5.1254 0.8029
H -2.1148 4.4154 2.9435
H -0.9457 3.4265 3.8050
H -2.2750 2.6633 2.9217
H -0.6296 -1.9631 0.8458
H -0.5756 -4.4539 0.8106
H 1.5604 -5.6278 1.3267
H 3.5623 -4.3103 1.9151
H 4.6891 -2.2823 2.2544
H 3.6460 -1.1157 3.0857
H 4.0922 -0.8469 1.4080
C 2.3461 -2.3600 -2.0049
Si 3.1607 -0.7218 -2.4109
C 4.0524 -1.1989 -4.0150
C 4.5310 -0.3652 -1.1447
C 5.6950 -1.1426 -1.2913
C 6.8494 -0.8958 -0.5631
C 6.8633 0.1712 0.3221
C 5.7178 0.9354 0.4950
C 4.5187 0.6868 -0.1966
Si 3.0590 1.9353 0.2677
C 3.8022 3.5096 -0.4617
C 3.3591 2.1599 2.1270
H 3.1642 -3.0935 -2.0337
H 1.6145 -2.6139 -2.7797
H 1.8509 -2.4429 -1.0363
H 4.5642 -2.1713 -3.9807
H 4.7840 -0.4245 -4.2800
H 3.2984 -1.2351 -4.8085
H 5.7011 -1.9564 -2.0128
H 7.7325 -1.5096 -0.7051
H 7.7620 0.4114 0.8795
H 5.7724 1.7594 1.1962
H 4.8825 3.5178 -0.2706
H 3.3545 4.4074 -0.0152
H 3.6523 3.5452 -1.5454
H 4.4096 2.3792 2.3216
H 3.0896 1.2788 2.7203
H 2.7686 3.0078 2.4926
Se 2.1283 1.1943 -2.9054
C -3.7497 -2.1920 1.5818
O -3.6340 -0.7912 1.7282
C -2.8730 -0.1416 0.7685
O -1.7941 0.3172 1.2065
C -3.2903 -0.0528 -0.5922
C -4.5036 -0.5236 -1.1376
As -4.7038 -1.0964 -3.0161
C -3.4092 -2.6223 -2.9800
C -3.6630 0.2482 -3.9349
C -2.5142 0.9156 -3.4264
As -1.8605 0.8619 -1.6002
C -0.6618 -0.7692 -1.7599
C -1.6450 1.6594 -4.3206
O -1.4113 1.4381 -5.5006
O -0.9717 2.7154 -3.7083
C -0.0755 3.3969 -4.5669
C -4.2617 0.5458 -5.2142
O -4.9133 -0.2127 -5.9303
O -4.0854 1.8494 -5.6173
C -4.3832 2.1036 -6.9763
C -5.7383 -0.4739 -0.3601
O -5.9745 0.2090 0.6152
O -6.8174 -1.2180 -0.8552
C -6.6441 -2.6148 -0.9527
H -4.1347 -2.5812 2.5246
H -2.7739 -2.6516 1.3903
H -4.4280 -2.4740 0.7808
H -3.2048 -2.9485 -1.9566
H -2.4784 -2.3180 -3.4601
H -3.8480 -3.4507 -3.5383
H -1.2372 -1.6815 -1.6077
H 0.1081 -0.7936 -0.9522
H -0.1864 -0.7801 -2.7343
H 0.3252 4.2251 -3.9777
H -0.5840 3.7808 -5.4511
H 0.7412 2.7553 -4.8995
H -4.1629 3.1606 -7.1327
H -5.4281 1.8991 -7.2107
H -3.7599 1.4997 -7.6384
H -6.7524 -3.0953 0.0268
H -5.6708 -2.8880 -1.3675
H -7.4157 -2.9999 -1.6192
*
```

Computed properties:
LUMO level (spin up / spin down): 3.643 / 3.643 eV
HOMO energy (spin up / spin down): -0.1 / -2.6 eV
calculated total energy: -306628.25988 eV

These are the Mulliken partial charges, in e, on atoms 1 to 99: 0.472 -1.439 1.116 -0.776 -0.809 -1.390 0.930 -0.287 0.119 -1.745 0.781 0.180 0.355 0.144 -1.217 -0.831 1.237 -1.788 2.869 -2.275 0.834 -0.620 -1.051 -1.150 1.422 -0.820 0.420 0.260 0.270 0.352 0.396 0.533 0.096 0.268 0.497 0.067 0.318 0.310 0.516 0.345 0.214 -0.882 0.467 0.368 0.410 0.461 0.086 -0.029 -0.562 0.731 -1.420 1.862 -0.684 -0.833 -1.119 -0.105 -0.711 1.472 -1.429 -1.608 0.437 0.333 -0.030 0.387 0.303 0.328 0.216 0.377 0.381 0.114 0.390 0.365 0.204 0.722 -0.013 0.357 -0.556 -0.080 -0.342 -0.847 0.672 0.472 -0.174 0.307 -1.108 -0.282 1.020 0.941 0.837 -0.530 -0.700 -0.125 -0.900 -0.125 -0.689 -0.216 -0.838 -0.046 -0.636



ORCA calculation (ωB97M-V with the def2-TZVPD basis set) on a gas-phase ion, C8H12N3 (charge +1) in a non-equilibrium geometry.

The geometry in ORCA input format:
```
! RIJCOSX wB97M-V def2-TZVPD def2/J DEFGRID3
* xyz 1 1
C 0.6067 -0.9644 -0.2167
C -0.4881 -1.4734 0.8063
C 0.7520 1.0671 0.7803
C 1.4950 0.1270 0.0499
C -0.7225 1.0463 0.0615
C -0.8783 -0.4240 -0.3018
C 2.9069 -0.0257 -0.5212
C -1.8455 -0.9208 -1.2928
N 0.3740 0.3277 1.9752
N -0.3201 -0.6828 1.8911
N -1.8346 1.7622 0.7864
H 0.9275 -1.6103 -1.0179
H -0.9139 -2.4429 0.8511
H 1.0188 2.1211 1.0535
H -0.7053 1.5797 -0.9356
H 3.3648 -1.0176 -0.1507
H 3.6970 0.7492 -0.3639
H 2.7425 -0.0465 -1.5517
H -2.8129 -0.8582 -0.7643
H -1.7531 -1.9079 -1.7607
H -1.9098 -0.2874 -2.2282
H -1.4483 2.5923 1.1935
H -2.2527 1.2895 1.6568
*
```

Computed properties:
energy above the lowest of the compared OMol25 structures with the same formula, charge and spin: 528.4 kJ/mol
LUMO level (spin up / spin down): -5.712 / -5.712 eV
HOMO energy (spin up / spin down): -13.8 / -13.8 eV
calculated total energy: -12949.33398 eV

Per-atom natural (NBO) charges, elementary charge units: -0.314 -0.073 -0.226 0.323 -0.015 0.079 -0.673 -0.659 -0.046 -0.014 -0.803 0.271 0.287 0.272 0.261 0.272 0.269 0.260 0.258 0.258 0.251 0.378 0.385



ORCA calculation (ωB97M-V with the def2-TZVPD basis set) on 2 unconnected molecules or ions with the total composition C26H30N4O5 in a non-equilibrium geometry.

The geometry in ORCA input format:
```
! RIJCOSX wB97M-V def2-TZVPD def2/J DEFGRID3
* xyz 0 1
C -1.1469 1.6077 -3.9049
C -0.2161 2.1681 -2.8503
N -0.6401 3.3236 -2.2855
C 0.2622 4.2554 -1.8438
C 0.1579 5.6563 -2.4168
O 1.0988 4.0490 -0.9536
O 0.7907 1.5171 -2.5296
H -1.7341 2.3935 -4.3912
H -0.5596 1.0689 -4.6549
H -1.8350 0.8859 -3.4427
H -0.5945 5.7378 -3.2057
H -0.0818 6.3656 -1.6133
H 1.1316 5.9616 -2.8195
C 0.0327 -4.5682 2.4500
N 0.5138 -3.2920 1.9742
C 1.8397 -2.9701 2.0106
O 2.7357 -3.6818 2.4607
C 1.9820 -1.5692 1.4073
C 2.8222 -1.5588 0.1283
C 4.2389 -2.0445 0.3555
C 4.7053 -3.1820 -0.3120
C 5.9683 -3.6992 -0.0133
C 6.7891 -3.0472 0.9166
C 6.3448 -1.8735 1.5380
C 5.0733 -1.3656 1.2492
N 0.5869 -1.1775 1.1880
C 0.2756 0.0347 0.6828
C -1.0218 0.4745 0.4456
C -1.3707 1.7339 -0.0487
C -2.7355 2.1484 -0.1813
C -3.0514 3.4680 -0.6233
C -4.3470 3.8943 -0.8213
C -5.4118 3.0044 -0.5672
N -6.7489 3.4046 -0.8321
O -7.6735 2.5878 -0.6134
O -6.9551 4.5565 -1.2798
C -5.1537 1.6997 -0.0985
C -3.8479 1.2860 0.0979
C -0.3821 -2.2325 1.5213
C -1.1664 -2.7239 0.2939
C -1.3262 -1.8428 2.6710
H 0.8886 -5.1969 2.7046
H -0.5990 -4.4406 3.3382
H -0.5632 -5.0632 1.6740
H 2.4529 -0.9127 2.1655
H 2.3245 -2.1992 -0.6172
H 2.8270 -0.5306 -0.2638
H 4.0488 -3.6766 -1.0336
H 6.3042 -4.6156 -0.5018
H 7.7736 -3.4533 1.1547
H 6.9793 -1.3532 2.2573
H 4.7073 -0.4562 1.7339
H 1.1150 0.6935 0.4436
H -1.8308 -0.2239 0.6698
H -0.5681 2.4512 -0.2049
H -2.2252 4.1382 -0.8525
H -4.5733 4.8938 -1.1842
H -5.9994 1.0425 0.0925
H -3.6867 0.2750 0.4745
H -0.4662 -3.1442 -0.4418
H -1.8742 -3.5016 0.6084
H -1.7235 -1.9140 -0.1814
H -0.7345 -1.6562 3.5777
H -1.8998 -0.9438 2.4388
H -2.0265 -2.6669 2.8594
*
```

Computed properties:
energy above the lowest of the compared OMol25 structures with the same formula, charge and spin: 710.6 kJ/mol
LUMO level: -2.539 eV
HOMO energy: -7.4 eV
calculated total energy: -43642.31621 eV

Per-atom natural (NBO) charges, elementary charge units: -0.697 0.651 -0.800 0.680 -0.710 -0.650 -0.701 0.219 0.224 0.207 0.217 0.222 0.233 -0.420 -0.456 0.682 -0.587 -0.116 -0.426 -0.035 -0.196 -0.200 -0.212 -0.217 -0.155 -0.347 0.247 -0.380 0.034 -0.026 -0.123 -0.189 0.066 0.490 -0.371 -0.361 -0.200 -0.173 0.333 -0.638 -0.639 0.260 0.201 0.203 0.235 0.221 0.240 0.209 0.217 0.217 0.216 0.196 0.259 0.204 0.286 0.263 0.260 0.255 0.205 0.234 0.226 0.228 0.231 0.225 0.229